(1)
The following is a DFT calculation (wB97M-V/def2-TZVPD) of 2 unconnected molecules or ions with the total composition C3H7BrO2.

Last column: Mulliken charge in e.
CARTESIAN COORDINATES (ANGSTROEM)
1 C -2.31 0.05 0.69  -0.777
2 C 2.64 -0.31 0.15  -0.523
3 C -0.30 -0.30 -0.36  -0.065
4 O -0.91 0.33 -1.33  -0.394
5 O -1.04 -0.55 0.70  -0.149
6 Br 2.11 1.40 -0.69  -0.179
7 H -2.98 -0.71 0.94  0.288
8 H -2.50 0.30 -0.31  0.368
9 H -2.38 0.86 1.35  0.267
10 H 1.85 -0.41 0.95  0.180
11 H 2.51 -0.91 -0.70  0.274
12 H 3.61 -0.13 0.64  0.294
13 H -0.29 0.37 -2.01  0.414

Results
Relative energy (zero: lowest compared OMol25 entry of this formula, charge and spin)   68.92 kcal/mol
Spin multiplicity   1
Net charge   0
Frontier orbital gap   9.3013 eV
Total energy   -77358.9253 eV

***

(2)
The following is a DFT calculation (wB97M-V/def2-TZVPD) of a single C3H5N3 molecule.

Last column: Mulliken charge in e.
CARTESIAN COORDINATES (ANGSTROEM)
1 C 1.77 -0.14 0.03  -0.639
2 N 0.57 -0.70 -0.07  -0.200
3 C -0.64 -0.12 -0.03  0.294
4 N -0.66 1.25 0.29  -0.564
5 C -1.83 -0.85 -0.21  0.261
6 N -2.86 -1.38 -0.36  -0.433
7 H 2.60 -0.79 -0.21  0.256
8 H 1.89 0.89 0.31  0.287
9 H 0.74 -1.61 0.33  0.287
10 H 0.00 1.80 -0.27  0.199
11 H -1.59 1.65 0.21  0.252

Results
Relative energy (zero: lowest compared OMol25 entry of this formula, charge and spin)   69.02 kcal/mol
Spin multiplicity   1
Net charge   0
Frontier orbital gap (spin up / spin down)   7.6575 / 7.6678 eV
Total energy   -7659.4626 eV

***

(3)
The following is a DFT calculation (wB97M-V/def2-TZVPD) of a gas-phase ion, C2H2O6S2 (charge -2).

Last column: Mulliken charge in e.
CARTESIAN COORDINATES (ANGSTROEM)
1 O -2.62 -1.58 -0.26  -0.775
2 C -1.47 -1.17 -0.02  0.651
3 O -0.49 -1.77 0.34  -0.597
4 C -1.42 0.32 -0.12  -0.672
5 S 0.69 0.99 -0.45  0.745
6 O 0.66 0.93 -1.91  -0.646
7 O 0.83 2.43 0.00  -0.701
8 S 2.05 -0.72 0.59  0.590
9 O 1.84 -0.37 2.02  -0.533
10 O 3.47 -0.56 0.17  -0.589
11 H -2.03 0.60 -1.04  0.188
12 H -1.52 0.91 0.68  0.339

Results
Relative energy (zero: lowest compared OMol25 entry of this formula, charge and spin)   29.32 kcal/mol
Spin multiplicity   1
Net charge   -2
Frontier orbital gap   6.2112 eV
Total energy   -36060.3848 eV
SMILES   O=C([O-])C[S@@](=O)([O-])=S(=O)=O

***

(4)
The following is a DFT calculation (wB97M-V/def2-TZVPD) of a molecular structure, BaH14O7.

Last column: Mulliken charge in e.
CARTESIAN COORDINATES (ANGSTROEM)
1 Ba 17.86 17.92 7.93  1.670
2 O 16.49 16.09 9.34  -0.556
3 H 16.64 15.99 10.29  0.301
4 H 15.62 15.70 9.16  0.299
5 O 15.38 19.07 8.76  -0.501
6 H 15.05 18.53 9.49  0.292
7 H 14.72 19.78 8.67  0.269
8 O 20.22 17.75 9.22  -0.538
9 H 20.15 17.83 10.18  0.298
10 H 21.16 17.87 9.03  0.286
11 O 15.54 16.79 6.47  -0.547
12 H 14.70 17.27 6.55  0.309
13 H 15.35 16.04 5.90  0.287
14 O 19.30 17.82 5.54  -0.542
15 H 20.20 17.54 5.33  0.282
16 H 18.82 17.72 4.70  0.315
17 O 17.31 20.17 6.58  -0.537
18 H 17.77 20.21 5.73  0.296
19 H 16.55 20.76 6.49  0.277
20 O 18.00 19.69 10.20  -0.521
21 H 17.37 20.42 10.07  0.293
22 H 18.46 19.92 11.02  0.269

Results
Relative energy (zero: lowest compared OMol25 entry of this formula, charge and spin)   0.67 kcal/mol
Spin multiplicity   1
Net charge   +2
Frontier orbital gap   12.6936 eV
Total energy   -15243.2367 eV

***

(5)
The following is a DFT calculation (wB97M-V/def2-TZVPD) of a molecular structure, C5H12N2O.

Last column: Mulliken charge in e.
CARTESIAN COORDINATES (ANGSTROEM)
1 C 0.87 1.78 -0.17  -0.976
2 C -2.46 -0.14 0.03  -1.166
3 N 0.01 0.67 0.28  -0.181
4 C -1.23 0.11 -0.81  0.691
5 O -1.22 0.44 -1.97  -0.599
6 H -0.41 0.88 1.18  0.442
7 H 1.75 1.83 0.47  0.357
8 H 0.33 2.72 -0.07  0.342
9 H 1.14 1.61 -1.21  0.338
10 H -2.19 -0.69 0.93  0.364
11 H -3.18 -0.73 -0.54  0.343
12 H -2.93 0.81 0.28  0.298
13 C 1.87 -0.98 -0.30  -1.423
14 C 0.56 -0.73 0.43  0.676
15 N 0.27 -1.17 1.64  -0.857
16 H 0.63 -2.11 1.78  0.215
17 H -0.39 -1.10 -0.55  0.022
18 H 1.83 -0.68 -1.35  0.327
19 H 2.68 -0.46 0.20  0.348
20 H 2.08 -2.05 -0.25  0.439

Results
Relative energy (zero: lowest compared OMol25 entry of this formula, charge and spin)   99.15 kcal/mol
Spin multiplicity   1
Net charge   0
Frontier orbital gap   8.4944 eV
Total energy   -10404.1245 eV

***

(6)
The following is a DFT calculation (wB97M-V/def2-TZVPD) of a single C5H7IO molecule.

Last column: Mulliken charge in e.
CARTESIAN COORDINATES (ANGSTROEM)
1 C -0.50 0.63 0.32  -0.770
2 C 0.05 -0.58 1.14  -0.451
3 C -0.15 0.33 -1.16  -0.152
4 C 0.25 -1.12 -1.12  -0.274
5 C 1.31 0.06 -1.46  -0.540
6 O 0.20 -1.61 0.18  -0.391
7 I 1.67 0.23 -3.53  0.033
8 H -1.62 0.61 0.33  0.321
9 H -0.15 1.56 0.73  0.383
10 H 1.01 -0.29 1.57  0.307
11 H -0.74 -0.87 1.89  0.300
12 H -0.85 0.98 -1.54  0.494
13 H 0.24 -1.86 -1.91  0.397
14 H 2.24 0.34 -0.88  0.343

Results
Relative energy (zero: lowest compared OMol25 entry of this formula, charge and spin)   30.87 kcal/mol
Spin multiplicity   3
Net charge   0
Frontier orbital gap (spin up / spin down)   5.6824 / 6.1253 eV
Total energy   -15439.9100 eV

***

(7)
The following is a DFT calculation (wB97M-V/def2-TZVPD) of 2 unconnected molecules or ions with the total composition C3H5IS.

Last column: Mulliken charge in e.
CARTESIAN COORDINATES (ANGSTROEM)
1 C -0.58 -2.10 -0.10  0.045
2 C 1.06 0.98 0.00  -1.156
3 C -1.13 -0.98 -0.08  -0.376
4 S 0.93 -2.73 0.05  -0.232
5 I -3.09 -0.20 0.00  0.207
6 H -1.24 -2.88 -0.28  0.332
7 H 0.82 1.59 -0.75  0.440
8 H 0.19 0.93 0.62  0.187
9 H 1.35 0.11 -0.59  0.195
10 H 1.78 1.55 0.44  0.357

Results
Relative energy (zero: lowest compared OMol25 entry of this formula, charge and spin)   110.27 kcal/mol
Spin multiplicity   1
Net charge   0
Frontier orbital gap (spin up / spin down)   6.0830 / 5.6416 eV
Total energy   -22122.2462 eV

***

(8)
The following is a DFT calculation (wB97M-V/def2-TZVPD) of 12 unconnected molecules or ions with the total composition C48H90O27S9.

Last column: Mulliken charge in e.
CARTESIAN COORDINATES (ANGSTROEM)
1 C -11.30 -12.72 25.48  0.441
2 C -11.09 -11.89 26.68  0.608
3 C -10.20 -12.40 27.75  -0.818
4 O -8.89 -11.92 27.39  -0.440
5 C -9.05 -10.78 26.69  0.254
6 O -8.23 -9.97 26.44  -0.423
7 O -10.34 -10.71 26.32  0.159
8 H -12.06 -12.32 24.83  -0.379
9 H -11.69 -13.81 25.59  0.411
10 H -10.37 -12.80 24.89  -0.557
11 H -11.99 -11.37 27.07  0.127
12 H -10.15 -13.47 27.74  0.390
13 H -10.54 -12.05 28.72  0.275
14 C -7.87 -7.22 18.09  -1.414
15 C -7.63 -6.91 19.56  1.518
16 C -6.82 -7.92 20.30  1.837
17 O -5.53 -7.35 20.56  -0.429
18 C -5.53 -6.05 20.13  0.405
19 O -4.64 -5.26 20.29  -0.606
20 O -6.73 -5.75 19.63  -0.483
21 H -6.91 -7.32 17.60  0.336
22 H -8.42 -6.43 17.62  0.422
23 H -8.47 -8.15 17.98  0.134
24 H -8.57 -6.65 20.02  -0.338
25 H -6.63 -8.88 19.79  -0.321
26 H -7.17 -8.16 21.30  -0.973
27 C -3.69 -11.19 19.86  -1.244
28 C -2.88 -10.47 20.96  0.504
29 C -2.71 -8.94 20.77  -0.192
30 O -2.73 -8.52 22.15  -0.364
31 C -3.27 -9.44 22.95  0.674
32 O -3.42 -9.30 24.14  -0.599
33 O -3.53 -10.57 22.25  -0.234
34 H -4.71 -10.87 19.66  0.044
35 H -3.81 -12.28 20.09  0.408
36 H -3.09 -11.11 18.95  0.432
37 H -1.93 -11.00 21.03  0.249
38 H -3.53 -8.44 20.35  0.119
39 H -1.71 -8.68 20.37  0.270
40 O -6.78 -13.79 21.96  -0.681
41 S -6.80 -13.54 23.40  1.269
42 O -8.01 -13.85 24.10  -0.749
43 C -5.38 -14.30 24.13  -0.885
44 C -4.65 -13.12 24.87  -0.767
45 C -5.59 -11.87 25.03  -0.790
46 C -6.51 -11.79 23.81  1.281
47 H -4.74 -14.64 23.33  0.373
48 H -5.77 -15.05 24.81  0.405
49 H -4.21 -13.53 25.74  0.492
50 H -3.79 -12.83 24.31  0.220
51 H -5.02 -10.97 25.06  0.523
52 H -6.24 -11.91 25.91  0.251
53 H -5.99 -11.21 23.04  -0.117
54 H -7.46 -11.34 24.07  -0.958
55 O -13.78 -13.76 19.59  -0.674
56 S -13.39 -13.06 18.37  0.965
57 O -11.95 -12.99 18.09  -0.478
58 C -14.30 -13.74 16.87  -1.059
59 C -15.51 -12.86 16.92  -0.435
60 C -15.12 -11.40 17.20  -0.785
61 C -14.17 -11.46 18.43  1.044
62 H -14.42 -14.77 17.18  0.442
63 H -13.62 -13.62 16.04  0.372
64 H -16.21 -12.90 16.09  0.487
65 H -16.11 -13.19 17.79  0.147
66 H -16.01 -10.86 17.47  0.344
67 H -14.57 -10.89 16.43  0.390
68 H -14.79 -11.57 19.36  -0.554
69 H -13.58 -10.57 18.56  -0.446
70 O -10.49 -6.11 23.32  -0.729
71 S -9.20 -6.54 23.80  1.344
72 O -8.32 -7.35 23.01  -0.756
73 C -8.23 -5.07 24.33  -0.973
74 C -8.08 -5.24 25.80  -0.760
75 C -8.06 -6.78 26.08  -0.754
76 C -9.25 -7.38 25.34  0.305
77 H -8.84 -4.25 24.06  0.454
78 H -7.27 -5.08 23.83  0.306
79 H -7.17 -4.85 26.15  0.432
80 H -8.90 -4.72 26.27  0.300
81 H -8.08 -7.01 27.16  0.429
82 H -7.10 -7.14 25.74  0.301
83 H -10.21 -7.22 25.75  0.509
84 H -9.10 -8.46 25.19  -0.690
85 O -16.84 -12.75 20.37  -0.731
86 S -16.23 -12.38 21.63  1.077
87 O -15.41 -11.21 21.64  -0.494
88 C -17.62 -12.41 22.84  -0.894
89 C -17.27 -13.54 23.85  -0.539
90 C -16.39 -14.51 23.04  -0.763
91 C -15.29 -13.72 22.28  0.371
92 H -18.49 -12.54 22.21  0.473
93 H -17.56 -11.40 23.22  0.395
94 H -16.86 -13.05 24.74  0.127
95 H -18.14 -14.10 24.16  0.418
96 H -17.01 -15.08 22.34  0.356
97 H -15.99 -15.28 23.70  0.440
98 H -14.74 -14.14 21.43  0.262
99 H -14.59 -13.15 22.91  -0.468
100 O -6.52 -11.69 16.25  -0.770
101 S -7.42 -11.86 17.34  0.849
102 O -7.52 -10.73 18.24  -0.453
103 C -9.02 -12.43 16.80  -0.758
104 C -9.20 -13.82 17.25  0.157
105 C -7.76 -14.45 17.35  -1.081
106 C -6.97 -13.39 18.16  -0.332
107 H -8.91 -12.35 15.73  0.564
108 H -9.78 -11.76 17.18  0.209
109 H -9.61 -13.76 18.26  -0.551
110 H -9.85 -14.32 16.57  0.661
111 H -7.33 -14.67 16.41  0.442
112 H -7.88 -15.32 18.01  0.397
113 H -5.91 -13.42 18.12  0.696
114 H -7.30 -13.28 19.23  -0.152
115 O -16.42 -10.67 25.10  -0.762
116 S -15.14 -10.40 25.68  1.433
117 O -14.48 -11.38 26.53  -0.754
118 C -14.04 -9.93 24.42  1.671
119 C -13.72 -8.49 24.58  0.222
120 C -13.77 -8.25 26.04  -0.670
121 C -15.10 -8.85 26.51  -1.132
122 H -14.26 -10.34 23.39  -0.495
123 H -13.09 -10.41 24.72  -0.939
124 H -12.75 -8.24 24.13  -0.472
125 H -14.52 -7.88 24.16  0.362
126 H -13.91 -7.20 26.17  0.553
127 H -13.01 -8.69 26.67  0.114
128 H -15.93 -8.30 26.16  0.439
129 H -15.12 -9.10 27.57  0.438
130 O -9.78 -17.84 19.97  -0.690
131 S -10.70 -17.32 20.91  1.254
132 O -11.91 -18.09 21.01  -0.691
133 C -9.91 -17.10 22.53  -1.054
134 C -10.56 -15.78 23.12  -0.710
135 C -10.54 -14.81 21.97  2.685
136 C -11.08 -15.54 20.75  -0.097
137 H -8.89 -16.95 22.23  0.349
138 H -10.09 -18.04 23.06  0.531
139 H -11.59 -16.06 23.51  0.294
140 H -9.93 -15.60 23.95  0.304
141 H -9.48 -14.47 21.81  -0.610
142 H -11.21 -14.01 22.18  -1.376
143 H -10.72 -15.12 19.84  -0.016
144 H -12.17 -15.54 20.82  -0.005
145 O -12.51 -8.65 18.63  -0.659
146 S -13.47 -7.61 18.91  1.084
147 O -14.63 -7.75 18.10  -0.782
148 C -13.80 -7.55 20.63  0.936
149 C -13.42 -6.10 21.04  -0.878
150 C -12.28 -5.67 20.15  0.265
151 C -12.70 -5.93 18.78  -1.068
152 H -13.14 -8.19 21.13  -0.949
153 H -14.81 -7.88 20.78  0.594
154 H -14.27 -5.42 20.83  0.444
155 H -13.02 -6.04 22.04  0.308
156 H -11.36 -6.13 20.49  -0.397
157 H -12.04 -4.61 20.30  0.531
158 H -11.87 -6.09 18.09  0.378
159 H -13.52 -5.36 18.41  0.402
160 O -12.42 -12.00 22.01  0.811
161 S -11.54 -10.91 21.78  0.356
162 O -12.09 -9.61 22.20  -0.542
163 C -9.98 -11.05 22.68  1.071
164 C -8.91 -10.55 21.71  0.156
165 C -9.60 -9.91 20.49  1.091
166 C -10.78 -10.79 20.20  -0.402
167 H -9.84 -12.14 22.92  -1.237
168 H -10.10 -10.47 23.58  -0.213
169 H -8.22 -9.92 22.26  0.176
170 H -8.33 -11.43 21.31  -0.389
171 H -9.00 -9.95 19.60  -0.153
172 H -9.98 -9.02 20.96  -0.382
173 H -10.57 -11.80 19.87  0.010
174 H -11.52 -10.40 19.52  -0.196

Results
Relative energy (zero: lowest compared OMol25 entry of this formula, charge and spin)   0.00 kcal/mol
Spin multiplicity   1
Net charge   0
Frontier orbital gap   9.9568 eV
Total energy   -204032.1478 eV
SMILES   C[C@H]1COC(=O)O1.C[C@H]1COC(=O)O1.C[C@H]1COC(=O)O1.O=S1(=O)CCCC1.O=S1(=O)CCCC1.O=S1(=O)CCCC1.O=S1(=O)CCCC1.O=S1(=O)CCCC1.O=S1(=O)CCCC1.O=S1(=O)CCCC1.O=S1(=O)CCCC1.O=S1(=O)CCCC1